139
Properties=species:S:1:pos:R:3:forces:R:3:mulliken_charge:R:1 method="wB97M-V/def2-TZVPD" e_homo_ev=-5.399 spin_multiplicity=1 total_energy_ha=-3855.31452 e_above_lowest_ev=11.268 total_charge=-1
S -2.882 1.812 2.829 -2.11 1.05 -0.21 0.700
S -0.969 3.602 3.530 0.64 0.86 -0.09 1.002
P -1.687 0.332 1.819 2.74 0.33 0.43 0.647
O 6.740 -2.861 -0.681 0.00 0.03 0.37 -0.671
O -0.346 2.476 4.192 0.00 -0.43 -0.10 -0.596
O -4.469 -0.594 -2.451 -0.07 0.06 -0.08 -0.360
O -4.165 1.845 2.131 0.28 -0.32 -0.57 -0.400
O 10.619 0.995 -6.123 0.07 -0.02 0.01 -0.529
O -2.978 -2.733 -1.305 0.91 -0.66 -0.70 -0.465
O 6.373 0.305 -4.221 0.12 -0.41 -0.06 -0.635
O 1.490 -1.983 -3.351 -0.01 -0.35 -0.11 -0.526
O -8.397 3.147 0.232 -0.02 -0.06 0.06 -0.617
O -0.861 -3.746 4.411 0.10 -0.07 -0.11 -0.482
O -1.358 4.700 4.375 -0.20 0.25 0.13 -0.738
O 2.434 2.085 -2.287 -0.02 -0.01 0.03 -0.520
O -3.049 1.490 4.226 0.76 -0.43 0.11 -0.696
O 3.423 0.034 1.692 -0.45 0.15 0.17 -0.284
O -8.484 2.361 4.428 -0.11 -0.08 0.15 -0.604
N -2.172 3.215 2.504 0.31 -1.17 0.84 -0.334
C -5.276 0.252 -2.760 0.03 0.04 0.14 0.632
C 7.078 -0.630 -3.898 0.09 0.02 0.00 0.903
C 6.542 -2.005 -3.606 -0.25 0.19 -0.04 -0.769
C 8.835 1.683 -7.531 0.03 -0.19 0.09 -1.053
C 0.287 4.238 2.403 -1.08 -0.73 -0.55 -1.128
C -2.359 0.322 0.113 2.01 6.90 -2.00 0.000
C -3.580 -2.660 -0.259 -0.68 1.47 0.88 0.716
C 1.895 3.336 0.670 -0.38 0.22 0.62 -0.800
C 5.809 -1.846 1.274 0.23 0.04 -0.30 -0.453
C -8.521 1.226 4.012 0.14 -0.07 0.01 0.923
C 0.677 -2.575 -2.678 -0.10 -0.03 0.21 0.589
C -4.636 -3.672 0.113 0.01 -0.32 -0.36 -1.700
C -8.471 4.494 2.186 -0.22 0.01 -0.18 -1.155
C 2.047 -1.724 2.687 -0.36 0.22 0.14 -0.014
C -0.255 -3.608 -3.252 0.10 0.11 -0.32 -1.165
C -6.278 3.571 1.228 -0.35 -0.02 -0.27 -0.327
C 2.888 2.373 1.309 0.10 0.24 -0.36 -0.607
C 0.545 -2.297 -1.201 0.23 0.21 0.01 0.392
C 4.360 2.483 -3.605 0.13 0.21 0.35 -0.808
C 10.136 1.878 -6.792 -0.06 -0.04 0.00 0.852
C 0.504 3.186 1.316 0.67 0.68 0.03 1.261
C -7.367 0.278 4.220 0.07 0.19 0.12 -1.019
C 10.806 3.225 -6.923 0.16 -0.09 0.14 -1.141
C 2.443 0.940 1.151 0.85 -0.20 -0.02 0.134
C -5.954 1.114 -1.723 0.14 -0.21 0.02 -0.547
C -2.017 -5.666 5.201 0.13 0.01 -0.21 -1.209
C 8.571 -0.456 -3.781 -0.05 0.25 0.00 -1.143
C -9.719 0.704 3.256 -0.08 0.21 0.04 -1.218
C -1.591 -4.216 5.248 -0.04 0.06 0.07 0.883
C -3.308 -1.553 0.729 -6.34 -7.29 -3.58 -0.345
C 5.216 -4.216 0.524 0.08 -0.12 -0.24 -1.077
C -2.121 -3.381 6.388 0.14 0.16 -0.11 -1.161
C -2.155 -1.331 2.480 2.89 3.06 5.84 -1.485
C 6.003 -2.951 0.279 0.06 -0.17 0.03 0.816
C -7.770 3.688 1.124 0.00 0.08 -0.18 0.806
C 2.961 -0.534 2.911 0.55 -0.20 -0.01 -0.575
C -5.647 0.494 -4.205 0.15 -0.18 -0.05 -1.344
C 2.716 0.543 -4.060 -0.07 0.36 0.07 -0.719
C 3.108 1.738 -3.233 -0.02 -0.02 -0.08 0.857
H -5.811 4.556 1.174 0.03 0.00 0.20 0.429
H 1.030 -1.388 2.507 -0.18 -0.04 -0.20 -0.323
H 1.264 -1.534 -0.910 0.02 0.01 0.00 -0.083
H 1.805 0.128 -3.656 -0.05 -0.03 0.00 0.211
H -8.271 4.050 3.160 0.06 0.21 0.02 0.235
H -0.098 5.164 1.990 0.12 0.27 0.07 0.358
H -1.828 -1.376 3.510 0.80 0.20 0.57 0.456
H 8.094 2.402 -7.179 0.01 0.07 -0.11 0.307
H 5.490 -4.644 1.489 -0.14 0.06 0.07 0.337
H 2.485 0.244 3.507 -0.16 -0.01 0.18 0.563
H 1.194 4.385 2.974 0.06 0.15 0.35 0.386
H 6.995 -2.715 -4.301 0.08 -0.07 0.10 0.378
H 2.546 0.838 -5.098 0.20 -0.02 -0.04 0.400
H 5.229 1.819 -3.553 -0.31 0.21 -0.18 0.007
H -9.421 0.399 2.252 0.00 -0.12 0.03 0.295
H -0.463 -1.941 -0.982 -0.07 -0.20 0.01 -0.495
H -8.126 5.529 2.175 0.13 -0.04 0.07 0.393
H 2.381 -2.317 1.839 0.11 -0.05 -0.14 -0.142
H 4.148 -3.996 0.514 -0.01 0.00 0.17 0.186
H -4.730 -4.408 -0.682 -0.06 -0.09 -0.06 0.451
H -0.070 -3.724 -4.319 0.07 0.03 -0.01 0.343
H 4.279 2.886 -4.616 0.07 -0.14 -0.07 0.351
H -6.715 0.323 -4.349 -0.03 0.16 0.00 0.349
H -1.689 -6.183 6.104 -0.14 0.01 0.06 0.357
H -0.277 3.252 0.571 -0.28 -0.07 -0.06 0.436
H 10.146 4.008 -6.547 -0.04 0.04 -0.14 0.315
H 3.035 2.625 2.358 -0.07 -0.06 0.25 0.201
H 8.463 0.678 -7.350 0.00 0.00 0.02 0.236
H 6.410 -0.986 0.990 -0.03 0.04 0.00 0.268
H -5.903 2.959 0.412 0.05 -0.01 0.06 -0.183
H -1.286 -3.286 -3.100 -0.06 -0.14 0.20 0.232
H -7.699 -0.593 4.789 -0.02 -0.08 -0.14 0.447
H -5.724 2.166 -1.901 -0.16 0.03 -0.05 0.360
H -9.544 4.477 1.998 0.00 0.00 0.01 0.299
H -3.103 -5.734 5.120 -0.01 -0.04 0.15 0.340
H -1.693 -2.104 1.882 1.30 -0.05 0.91 0.462
H 9.080 -1.119 -4.481 0.07 -0.07 0.11 0.356
H 6.112 -2.177 2.270 -0.16 -0.06 0.02 0.388
H -1.845 1.038 -0.516 0.42 0.87 0.08 0.565
H -2.533 -0.899 0.339 -3.56 -6.44 6.37 -1.275
H -10.468 1.489 3.177 0.01 0.02 0.00 0.302
H -2.271 -0.665 -0.330 3.39 3.90 -6.99 0.470
H -6.575 0.782 4.768 0.03 0.02 -0.04 0.287
H -2.972 -1.973 1.679 -3.36 -3.32 -5.13 -0.106
H -1.797 -3.801 7.342 -0.14 -0.06 0.02 0.404
H 8.991 1.818 -8.603 -0.06 0.14 0.01 0.385
H 8.894 -0.680 -2.763 0.03 -0.17 -0.04 0.369
H -3.239 -1.413 2.441 0.58 1.46 4.07 0.572
H -1.567 -6.147 4.335 0.01 0.02 0.00 0.295
H -6.007 3.096 2.168 0.14 0.15 0.05 0.172
H -3.419 0.556 0.144 0.18 0.17 -0.42 -0.588
H 1.860 3.233 -0.409 0.04 -0.24 -0.04 0.176
H -6.971 -0.046 3.256 -0.04 -0.11 0.01 0.150
H -1.741 -2.366 6.300 0.00 0.01 -0.02 0.291
H -5.599 0.842 -0.732 0.01 0.00 0.03 -0.170
H 11.726 3.229 -6.344 0.00 -0.02 0.01 0.305
H -4.214 -0.967 0.892 -0.20 -0.21 0.22 0.831
H 11.044 3.423 -7.969 -0.12 0.10 -0.01 0.331
H 0.740 -3.208 -0.631 -0.18 -0.02 0.04 0.405
H 2.375 0.729 0.091 -0.29 -0.14 -0.31 -0.121
H 3.499 -0.213 -4.019 0.05 0.02 -0.15 -0.023
H 0.431 2.239 1.829 -0.19 -0.31 -0.20 -0.958
H -5.089 -0.189 -4.841 0.02 -0.01 0.02 0.322
H 4.757 -1.553 1.286 0.13 0.02 0.11 -0.241
H 6.780 -2.299 -2.577 0.08 0.04 -0.41 0.137
H 5.461 -2.024 -3.735 0.00 0.04 -0.02 0.176
H -0.094 -4.568 -2.759 -0.16 0.03 0.11 0.328
H 2.231 4.351 0.884 0.17 0.17 -0.20 0.437
H 2.006 -2.371 3.559 0.03 -0.04 0.18 0.460
H 3.848 -0.862 3.454 0.16 0.04 0.02 0.415
H 4.494 3.308 -2.904 -0.04 0.02 -0.04 0.319
H -10.151 -0.148 3.784 0.07 -0.10 -0.10 0.412
H 5.437 -4.938 -0.260 0.01 0.01 0.00 0.352
H -4.356 -4.181 1.037 -0.09 0.08 0.09 0.335
H 1.497 0.755 1.645 -0.26 -0.08 -0.15 -0.044
H -3.211 -3.353 6.356 -0.01 -0.09 0.11 0.311
H 8.835 0.571 -4.019 0.02 -0.01 -0.02 0.196
H 3.852 2.496 0.817 0.22 -0.11 0.00 0.381
H -7.035 0.972 -1.762 -0.02 0.19 -0.04 0.391
H -5.597 -3.174 0.251 0.03 0.04 0.14 0.305
H -5.404 1.520 -4.486 -0.15 0.05 0.01 0.337